This record from the Open Molecules 2025 dataset describes one molecule with the formula C7H6O4. The level of theory is the ωB97M-V functional and the def2-TZVPD basis.

Each line ends with the Löwdin charge.
Positions of all 17 atoms, in Å:
O 2.931 -0.208 -0.039  0.14
C 1.886 -0.763 -0.016  -0.57
O 1.758 -2.002 0.237  0.14
C 0.596 -0.199 -0.371  -0.12
C -0.481 -0.942 -0.388  0.03
C -1.766 -0.305 -0.142  -0.20
O -2.875 -1.186 -0.058  0.00
C -1.863 1.081 0.192  0.00
C -0.685 1.746 0.141  -0.02
C 0.568 1.206 -0.174  -0.26
O 1.550 2.085 -0.185  0.11
H 2.571 -2.421 0.655  0.19
H -0.369 -2.061 -0.554  0.16
H -2.790 -2.132 -0.153  0.09
H -2.717 1.517 0.546  0.09
H -0.717 2.868 0.509  0.16
H 2.402 1.715 -0.200  0.07

Kohn-Sham gap	0.3112	Ha
maximum force	5.9	eV/A
structure (SMILES)	O=C(O)c1cc(O)ccc1O
relative energy (zero: lowest compared OMol25 entry of this formula, charge and spin)	126.1	kJ/mol